Record 1
The following is a quantum chemistry calculation of a structure of composition C34H48LaN3O2P, from the OMol25 dataset.

Net charge: +1
Frontier orbital gap: 8.0 eV
ΔE to the lowest compared entry with this formula, charge and spin: 160.23 kJ/mol

```
89
Properties=species:S:1:pos:R:3:forces:R:3
La -0.115 -0.430 0.035 -1.2 -0.2 0.2
C -1.757 -2.393 4.421 0.0 0.0 0.1
N -1.381 -2.260 3.021 0.0 0.1 -0.1
C -0.001 -2.670 2.815 0.0 -0.1 0.0
C 0.947 -1.535 3.196 0.1 0.1 0.1
C 2.246 -1.511 2.405 0.1 -0.1 -0.2
N 1.965 -1.613 0.963 0.3 0.0 0.1
C 2.824 -2.235 0.247 0.0 -0.1 -0.3
C 2.756 -2.538 -1.179 0.2 0.0 0.2
C 3.932 -3.001 -1.785 0.0 0.0 -0.1
C 3.960 -3.341 -3.122 0.0 0.0 0.1
C 2.782 -3.252 -3.863 -0.1 0.0 0.0
C 1.602 -2.821 -3.284 0.1 -0.1 -0.1
C 1.575 -2.445 -1.941 -0.3 0.1 0.4
O 0.467 -1.993 -1.369 0.7 -1.0 -1.2
C -2.338 -2.885 2.121 0.0 -0.1 0.0
C -3.706 -2.214 2.204 -0.1 -0.1 0.0
C -3.626 -0.698 2.267 0.0 0.1 -0.1
N -3.046 -0.141 1.049 0.0 0.0 0.0
C -2.385 0.943 1.110 0.1 0.3 0.2
C -1.881 1.732 2.260 -0.2 0.0 0.0
C -2.695 2.308 3.230 0.0 0.0 0.1
C -2.138 3.059 4.252 0.0 0.0 0.0
C -0.758 3.223 4.304 0.1 0.0 0.0
C 0.069 2.646 3.352 -0.1 0.1 0.1
C -0.482 1.894 2.317 0.2 -0.2 -0.2
O 0.288 1.283 1.402 -0.1 0.9 0.8
H -1.842 -3.448 4.720 0.0 0.0 0.0
H -2.708 -1.904 4.627 0.0 0.0 0.0
H -1.008 -1.917 5.053 0.0 0.0 0.0
H 0.116 -2.920 1.753 0.0 0.0 0.0
H 0.249 -3.599 3.350 0.0 0.0 0.0
H 1.202 -1.543 4.257 -0.1 -0.1 0.0
H 0.406 -0.596 3.041 0.1 0.0 0.0
H 2.913 -2.325 2.705 0.0 0.0 0.0
H 2.761 -0.567 2.599 0.0 0.0 0.0
H 3.738 -2.599 0.730 0.0 0.0 0.0
H 4.831 -3.088 -1.185 0.0 0.0 0.0
H 4.874 -3.687 -3.581 0.0 0.0 0.0
H 2.783 -3.533 -4.909 0.0 0.0 0.0
H 0.684 -2.766 -3.856 0.0 0.0 0.0
H -2.444 -3.967 2.296 0.0 0.0 0.0
H -1.950 -2.791 1.097 0.0 0.0 0.0
H -4.241 -2.565 3.088 0.0 0.0 0.0
H -4.302 -2.522 1.343 0.0 0.0 0.0
H -3.082 -0.363 3.152 0.0 0.0 0.0
H -4.639 -0.292 2.333 0.0 0.0 0.0
H -2.062 1.322 0.125 0.0 0.1 0.1
H -3.770 2.182 3.172 0.0 0.0 0.0
H -2.769 3.517 5.000 0.0 0.0 0.0
H -0.317 3.808 5.101 0.0 0.0 0.0
H 1.144 2.764 3.392 0.0 0.0 0.0
C -2.289 2.642 -2.581 0.0 0.0 0.0
C -2.751 1.218 -2.444 -0.1 0.0 0.0
C -1.897 0.139 -2.669 -0.1 0.0 0.1
C -2.362 -1.174 -2.556 0.1 0.0 -0.1
C -3.682 -1.422 -2.226 0.0 0.1 0.1
C -4.539 -0.352 -1.998 0.0 -0.1 0.0
C -4.077 0.948 -2.101 0.0 0.0 0.0
H -1.244 2.693 -2.885 0.0 0.0 0.0
H -2.394 3.190 -1.642 0.0 0.0 0.0
H -2.878 3.174 -3.329 0.0 0.0 0.0
H -0.880 0.320 -3.012 0.0 0.0 0.1
H -1.683 -1.992 -2.757 0.0 0.0 0.0
H -4.044 -2.439 -2.151 0.0 0.0 0.0
H -5.575 -0.533 -1.741 0.0 0.0 0.0
H -4.755 1.775 -1.927 0.0 0.0 0.0
C 4.599 2.061 -1.352 0.1 0.0 0.0
C 3.487 1.169 -0.807 0.1 0.0 0.0
P 1.841 1.357 -1.602 0.0 0.0 0.0
C 2.157 0.882 -3.356 0.1 0.0 -0.1
C 1.433 1.714 -4.414 -0.1 0.0 0.0
C 1.613 3.176 -1.639 0.1 0.1 -0.2
C 1.635 3.845 -0.266 0.0 0.0 0.0
H 5.538 1.859 -0.835 0.0 0.0 0.0
H 4.378 3.119 -1.215 0.0 0.0 0.0
H 4.776 1.895 -2.415 0.0 0.0 0.0
H 3.342 1.345 0.263 0.0 0.0 0.0
H 3.760 0.116 -0.910 0.0 0.0 0.0
H 1.870 -0.167 -3.456 0.0 0.0 0.1
H 3.234 0.910 -3.532 0.0 0.0 0.0
H 0.360 1.788 -4.224 0.0 0.0 0.0
H 1.549 1.255 -5.395 0.0 0.0 0.0
H 1.824 2.728 -4.476 0.0 0.0 0.0
H 0.663 3.372 -2.140 0.0 0.0 0.0
H 2.386 3.603 -2.283 0.0 0.0 0.0
H 0.987 3.339 0.447 0.0 0.0 0.0
H 1.309 4.882 -0.355 0.0 0.0 0.0
H 2.642 3.856 0.152 0.0 0.0 0.0
```
Positions in Å, forces in eV/Å.

Results of the Mulliken charge analysis, in e, for atoms 1 through 5: La 2.7865; C -1.2668; N 1.0219; C -1.2156; C -0.3552

=====

Record 2
The following is a quantum chemistry calculation of the molecule C10H11ClO2Si, from the OMol25 dataset.

Net charge: 0
Frontier orbital gap (alpha / beta): 5.9 / 6.3 eV
2S+1: 3

```
25
Properties=species:S:1:pos:R:3:forces:R:3
C 2.957 -1.044 2.092 0.8 1.8 -0.9
C -3.447 1.241 0.859 0.2 -4.2 0.6
C 1.909 -1.586 1.347 -1.7 0.7 -0.6
C -2.585 0.120 0.626 -4.8 0.4 2.1
C 3.138 0.223 1.613 0.2 0.0 0.6
C -2.742 2.351 0.438 -1.3 1.8 0.4
C 1.356 -0.605 0.560 0.6 0.0 -1.1
C -1.415 0.607 0.073 2.9 0.8 -1.9
C -0.572 -1.936 -1.631 0.9 -0.1 6.5
C 0.705 0.988 -2.029 -0.9 -2.3 -2.6
O 2.174 0.476 0.693 0.6 1.8 0.1
O -1.546 1.984 -0.061 2.1 1.8 -1.0
Si -0.043 -0.282 -0.794 0.8 -0.6 0.0
Cl 2.079 0.255 -3.009 -0.2 0.0 0.7
H 3.609 -1.371 2.841 0.5 -1.2 0.9
H -4.444 1.313 1.318 0.7 -0.4 -0.4
H 1.446 -2.513 1.350 -0.4 -1.8 0.5
H -2.623 -0.960 0.743 -0.9 0.3 0.4
H 3.919 0.985 1.924 -1.5 -0.9 -0.9
H -3.134 3.388 0.487 1.1 -0.8 -0.4
H -1.509 -1.874 -1.989 -3.3 0.2 -1.3
H 0.088 -2.167 -2.345 2.6 -1.0 -2.7
H -0.569 -2.785 -0.793 0.1 1.7 -1.8
H 1.084 1.716 -1.441 1.6 2.5 1.7
H 0.165 1.478 -2.872 -0.4 -0.6 1.2
```
Positions in Å, forces in eV/Å.

Results of the Mulliken charge analysis, in e, for atoms 1 through 5: C -0.6216; C -0.3035; C -0.3520; C -0.4524; C -0.2099

=====

Record 3
The following is a quantum chemistry calculation of the molecule C17H18N2OS, from the OMol25 dataset.

Net charge: 0
Frontier orbital gap: 8.4 eV
ΔE to the lowest compared entry with this formula, charge and spin: 85.02 kJ/mol

```
39
Properties=species:S:1:pos:R:3:forces:R:3
C 1.835 -0.055 -1.839 0.1 0.3 0.0
N 1.040 -0.799 -0.891 -0.2 -0.2 -0.2
C 0.514 -2.083 -1.334 -0.2 0.0 0.2
C 1.579 -3.128 -1.357 0.2 -0.2 -0.4
C 2.095 -3.807 -0.297 -0.2 0.1 -0.1
C 3.140 -4.687 -0.658 0.1 -0.1 -0.1
C 3.409 -4.661 -1.987 -0.1 0.2 -0.3
S 2.393 -3.559 -2.828 -0.1 -0.2 0.6
C 0.826 -0.424 0.394 0.3 0.2 -0.4
O 0.234 -1.147 1.174 -0.2 -0.2 0.5
C 1.383 0.929 0.802 -0.1 -0.1 0.3
C 0.599 1.526 1.983 0.1 0.0 -0.2
C -0.558 2.344 1.510 0.2 0.3 0.2
C -0.574 3.697 1.343 0.2 -0.2 0.1
N -1.791 4.104 0.860 -0.1 0.4 -0.1
C -2.592 3.009 0.708 -0.1 -0.5 0.0
C -3.902 2.908 0.257 -0.1 0.1 0.0
C -4.463 1.650 0.211 -0.1 0.2 -0.1
C -3.742 0.519 0.606 0.0 -0.2 0.0
C -2.444 0.613 1.054 -0.1 -0.1 0.0
C -1.847 1.872 1.106 -0.3 0.4 -0.1
H 1.300 0.827 -2.203 0.1 0.0 0.0
H 2.056 -0.698 -2.690 0.0 0.0 0.0
H 2.783 0.260 -1.400 0.0 0.0 -0.1
H 0.065 -1.962 -2.324 0.0 0.0 0.1
H -0.258 -2.366 -0.613 0.1 0.0 -0.3
H 1.730 -3.678 0.706 -0.1 0.1 0.2
H 3.663 -5.313 0.043 0.1 -0.1 0.1
H 4.141 -5.221 -2.535 0.2 -0.2 0.0
H 1.366 1.625 -0.035 0.1 0.0 0.0
H 2.424 0.766 1.095 0.1 0.0 -0.1
H 1.262 2.160 2.575 0.0 -0.1 0.0
H 0.246 0.705 2.609 0.1 0.1 0.1
H 0.201 4.414 1.541 0.1 0.1 0.0
H -2.057 5.056 0.675 0.0 -0.1 0.0
H -4.458 3.784 -0.042 -0.1 0.1 0.0
H -5.480 1.533 -0.134 -0.1 0.0 0.0
H -4.223 -0.447 0.558 0.0 -0.1 0.0
H -1.895 -0.264 1.358 0.1 -0.1 0.0
```
Positions in Å, forces in eV/Å.

Results of the Mulliken charge analysis, in e, for atoms 1 through 5: C -1.0315; N 0.3468; C -1.4201; C 0.5472; C -0.4445

=====

Q: Number 3 is which compound?
A: C17H18N2OS

=====

Q: Which value of net charge does entry 2 give?
A: 0

=====

Q: net charge of number 1 (C34H48LaN3O2P)?
A: +1

=====

Q: What is the formula in the third record?
A: C17H18N2OS